1.
A molecular structure, C44H39FeN7P2S2Se. Source: the Open Molecules 2025 dataset; level of theory: ωB97M-V with the def2-TZVPD basis set.

Geometry (Å):
Fe -0.1211 0.0626 -0.8329
S 1.1106 1.7521 1.3010
P 0.9236 -0.0621 2.1181
C -0.2479 -1.0523 1.3944
P -1.8413 -0.5681 1.4722
S -2.4043 0.1860 -0.3739
C -2.9601 -1.9660 1.8078
C -4.3391 -1.8263 1.6683
C -5.1798 -2.8896 1.9451
C -4.6449 -4.1051 2.3636
C -3.2737 -4.2496 2.4974
C -2.4299 -3.1801 2.2176
C -2.3629 0.6346 2.7419
C -2.6909 0.1743 4.0168
C -2.9873 1.0668 5.0337
C -2.9610 2.4325 4.7851
C -2.6349 2.8987 3.5199
C -2.3352 2.0038 2.5037
C 0.6776 0.0601 3.9217
C 0.6691 1.2758 4.5887
C 0.4461 1.3192 5.9600
C 0.2332 0.1486 6.6695
C 0.2420 -1.0745 6.0056
C 0.4623 -1.1170 4.6401
C 2.5178 -0.9391 2.0176
C 2.5571 -2.2511 1.5661
C 3.7680 -2.9294 1.4848
C 4.9424 -2.2977 1.8606
C 4.9066 -0.9845 2.3209
C 3.7006 -0.3100 2.3980
H -4.7549 -0.8805 1.3382
H -6.2505 -2.7763 1.8346
H -5.3019 -4.9381 2.5799
H -2.8562 -5.1963 2.8168
H -1.3520 -3.2720 2.2953
H -2.7087 -0.8891 4.2237
H -3.2318 0.6965 6.0208
H -3.1913 3.1327 5.5784
H -2.6065 3.9633 3.3251
H -2.0652 2.3636 1.5196
H 0.8201 2.1869 4.0224
H 0.4325 2.2731 6.4727
H 0.0580 0.1847 7.7375
H 0.0759 -1.9923 6.5560
H 0.4624 -2.0688 4.1203
H 1.6273 -2.7299 1.2807
H 3.7884 -3.9517 1.1264
H 5.8866 -2.8245 1.7992
H 5.8228 -0.4882 2.6149
H 3.6761 0.7201 2.7351
N -0.4424 4.1548 -1.9470
C -0.7497 2.8948 -1.5889
N 0.1023 1.9347 -1.5404
C 1.4629 2.1790 -1.8650
N 2.2832 1.1871 -1.8899
N 1.6844 0.0427 -1.4958
C 2.2847 -1.1417 -1.6926
C 1.4417 -2.2609 -1.5629
C 1.8544 -3.5990 -1.7384
C 0.9270 -4.6020 -1.6285
C -0.4090 -4.2854 -1.3405
C -0.7431 -2.9601 -1.1595
N 0.1430 -1.9735 -1.2598
C 1.8625 3.5494 -2.1761
C 3.1868 3.9121 -2.4183
C 3.5113 5.2233 -2.7092
C 2.5152 6.1968 -2.7521
C 1.1983 5.8571 -2.5032
C 0.8809 4.5367 -2.2147
H -1.1603 4.8557 -1.8961
H -1.7826 2.6870 -1.3339
H 3.3232 -1.1902 -1.9917
H 2.8940 -3.8083 -1.9527
H 1.2274 -5.6333 -1.7649
H -1.1669 -5.0493 -1.2483
H -1.7543 -2.6595 -0.9118
H 3.9450 3.1433 -2.3654
H 4.5420 5.4940 -2.8927
H 2.7701 7.2240 -2.9749
H 0.4193 6.6097 -2.5284
C -2.9259 0.5884 -6.3950
N -1.4933 0.3634 -6.4060
C -0.6700 0.4424 -7.5130
C 0.5777 0.1489 -7.0967
N 0.5046 -0.1090 -5.7421
C 1.6149 -0.4808 -4.8813
C -0.7689 0.0245 -5.3118
Se -1.4450 -0.2104 -3.6153
H -3.2595 0.6956 -7.4243
H -3.1595 1.4883 -5.8281
H -3.4242 -0.2560 -5.9236
H -1.0471 0.6965 -8.4863
H 1.5061 0.0973 -7.6351
H 2.4629 -0.7371 -5.5123
H 1.3249 -1.3391 -4.2772
H 1.8775 0.3422 -4.2192

The spin multiplicity is 5. As for the LUMO energy (alpha / beta): -0.13 / -0.38 eV. For the orbital gap (alpha / beta), the calculation gives 0.1926 / 0.2302 Ha. The calculation puts the energy above the lowest of the compared OMol25 structures with the same formula, charge and spin at 214.0 kJ/mol. For the electronic energy, the calculation gives -7227.641660 Eh.

Per-atom Mulliken charges, elementary charge units: atom 1 (Fe): -1.2751, atom 2 (S): -0.5523, atom 3 (P): 1.4199, atom 4 (C): -1.4689, atom 5 (P): 2.5636, atom 6 (S): -0.6753, atom 7 (C): -0.0569, atom 8 (C): -0.6292, atom 9 (C): -0.7039, atom 10 (C): -0.4632, atom 11 (C): -0.8454, atom 12 (C): 0.1323, atom 13 (C): 0.2600, atom 14 (C): -0.4176, atom 15 (C): -0.7588, atom 16 (C): -0.5391, atom 17 (C): -0.7122, atom 18 (C): -0.2590, atom 19 (C): 0.7515, atom 20 (C): -0.5029, atom 21 (C): -0.6636, atom 22 (C): -0.5050, atom 23 (C): -0.6056, atom 24 (C): -0.5382, atom 25 (C): 0.3448, atom 26 (C): -0.0438, atom 27 (C): -0.6332, atom 28 (C): -0.5797, atom 29 (C): -0.6446, atom 30 (C): -0.7331, atom 31 (H): 0.3733, atom 32 (H): 0.4065, atom 33 (H): 0.3876, atom 34 (H): 0.4345, atom 35 (H): 0.3283, atom 36 (H): 0.3860, atom 37 (H): 0.4190, atom 38 (H): 0.3932, atom 39 (H): 0.4191, atom 40 (H): 0.1632, atom 41 (H): 0.3904, atom 42 (H): 0.4304, atom 43 (H): 0.3898, atom 44 (H): 0.4169, atom 45 (H): 0.2030, atom 46 (H): 0.3225, atom 47 (H): 0.4517, atom 48 (H): 0.3946, atom 49 (H): 0.4031, atom 50 (H): 0.4046, atom 51 (N): 0.1155, atom 52 (C): -0.6226, atom 53 (N): 0.5014, atom 54 (C): 0.0819, atom 55 (N): -1.3949, atom 56 (N): 1.9960, atom 57 (C): -1.4046, atom 58 (C): 1.0031, atom 59 (C): -1.1956, atom 60 (C): -0.5710, atom 61 (C): -1.0222, atom 62 (C): -0.5771, atom 63 (N): 1.5519, atom 64 (C): 0.8056, atom 65 (C): -0.4246, atom 66 (C): -0.8405, atom 67 (C): -0.4316, atom 68 (C): -0.9132, atom 69 (C): 0.0024, atom 70 (H): 0.2784, atom 71 (H): 0.4727, atom 72 (H): 0.3716, atom 73 (H): 0.5534, atom 74 (H): 0.4320, atom 75 (H): 0.5057, atom 76 (H): 0.5487, atom 77 (H): 0.4925, atom 78 (H): 0.4251, atom 79 (H): 0.4049, atom 80 (H): 0.4041, atom 81 (C): -0.8537, atom 82 (N): 0.2317, atom 83 (C): -0.4062, atom 84 (C): -0.4305, atom 85 (N): 0.2429, atom 86 (C): -0.5621, atom 87 (C): -0.4248, atom 88 (Se): 0.0290, atom 89 (H): 0.3020, atom 90 (H): 0.2894, atom 91 (H): 0.3324, atom 92 (H): 0.4138, atom 93 (H): 0.4321, atom 94 (H): 0.2885, atom 95 (H): 0.2646, atom 96 (H): 0.1190

---

2.
A molecular structure, C44H40BN6O2PSn. Source: the Open Molecules 2025 dataset; level of theory: ωB97M-V with the def2-TZVPD basis set.

Geometry (Å):
Sn -0.0602 -1.1287 0.5447
C -3.3765 2.3368 3.3552
C -2.7198 1.8379 2.1353
C -2.9417 2.2372 0.8050
C -1.9985 1.5102 0.0241
N -1.2089 0.7718 0.8953
N -1.6956 0.9579 2.1882
B -1.3443 -0.0074 3.3405
N -1.9848 -1.4552 2.9890
N -1.7892 -2.0418 1.7268
C -2.1190 -3.3580 1.8084
C -2.6849 -3.5855 3.0903
C -2.5714 -2.3677 3.7844
C -2.8635 -2.1303 5.2633
C -2.0352 -4.3445 0.7647
C -1.9711 -4.0114 -0.5703
C -1.8481 -4.9909 -1.5562
C -1.8448 -6.3338 -1.2020
C -2.0073 -6.6597 0.1466
C -2.0888 -5.7217 1.1432
N 0.2043 -0.2015 3.4965
N 0.9042 -0.9600 2.5681
C 2.2700 -0.7461 2.8214
C 2.3832 0.1621 3.8850
C 1.0751 0.4759 4.2787
C 0.5540 1.4906 5.2585
C 3.3423 -1.2180 1.9814
C 3.2907 -2.3382 1.1676
C 4.2950 -2.5442 0.2227
C 5.3602 -1.6523 0.0988
C 5.4639 -0.5619 0.9571
C 4.4948 -0.3749 1.9169
C -1.8223 1.7387 -1.4281
C -2.2657 3.3924 -2.8270
C -1.9472 3.4902 -4.2606
C -1.4503 2.4975 -5.0276
C -1.3784 1.0548 -4.7540
C -0.7550 0.9921 -2.2215
H -4.0447 3.2132 3.1908
H -2.6402 2.6213 4.1339
H -4.0256 1.4889 3.7396
H -3.7544 2.8796 0.4557
H -1.8671 0.3116 4.3795
H -3.1512 -4.5050 3.4089
H -3.3816 -3.0162 5.6913
H -3.5321 -1.2234 5.3426
H -1.9410 -1.8863 5.8450
H -2.1128 -2.9685 -0.8668
H -1.7248 -4.7018 -2.5972
H -1.6704 -7.1589 -1.8803
H -2.0540 -7.7023 0.4336
H -2.1125 -5.9738 2.2148
H 3.3214 0.4830 4.2994
H 1.3833 1.9116 5.8980
H -0.2269 1.0334 5.9300
H 0.1026 2.3284 4.7052
H 2.5038 -3.0845 1.2548
H 4.2331 -3.4116 -0.4186
H 6.0796 -1.8009 -0.6858
H 6.2914 0.0984 0.8558
H 4.5410 0.4729 2.6060
H -2.7860 4.3303 -2.4611
H -2.1755 4.4971 -4.6879
H -1.1521 2.7504 -6.0848
H -1.2238 0.3753 -5.5843
H -0.1921 0.2207 -1.6400
O 1.8353 2.5036 1.6894
C 1.9727 2.5256 0.4989
O 1.9361 1.4168 -0.3258
C 2.0857 3.6640 -0.5738
P 1.7201 2.3820 -1.7772
C 0.0442 2.3014 -2.3226
C -1.0658 3.1495 -1.8855
C -3.0864 2.1818 -2.2915
C -3.6566 1.1292 -3.1467
C -2.7351 0.3308 -3.8107
C -1.2498 0.3387 -3.4790
C 2.9881 1.9039 -2.9110
C 4.0947 1.0887 -2.4798
C 5.0694 0.7342 -3.3798
C 4.9671 1.0800 -4.7165
C 3.9348 1.8700 -5.1871
C 2.9482 2.2463 -4.2879
H 3.0864 4.1107 -0.6217
H 1.3512 4.4609 -0.3921
H -0.9490 3.9141 -1.1275
H -3.8920 2.5705 -1.6341
H -4.7485 0.9798 -3.2214
H -3.0690 -0.5162 -4.3581
H -0.8072 -0.6595 -3.7656
H 4.1145 0.6760 -1.4573
H 5.9215 0.1792 -2.9817
H 5.6897 0.7173 -5.4197
H 3.8655 2.1145 -6.2242
H 2.0814 2.8109 -4.6989

As for the LUMO energy (alpha / beta): -6.95 / -6.95 eV. For the orbital gap (alpha / beta), the calculation gives 0.2018 / 0.2018 Ha. For the electronic energy, the calculation gives -2759.650383 Eh. The total charge is +2.

Per-atom Mulliken charges, elementary charge units: atom 1 (Sn): 0.9499, atom 2 (C): -1.5088, atom 3 (C): 0.3410, atom 4 (C): -1.0876, atom 5 (C): 0.3521, atom 6 (N): 0.6934, atom 7 (N): 0.5703, atom 8 (B): -1.1142, atom 9 (N): 0.6316, atom 10 (N): -0.1352, atom 11 (C): 0.0373, atom 12 (C): -1.0946, atom 13 (C): 0.5146, atom 14 (C): -1.2981, atom 15 (C): 0.7910, atom 16 (C): -0.1059, atom 17 (C): -0.7095, atom 18 (C): -0.6220, atom 19 (C): -0.5254, atom 20 (C): -0.8243, atom 21 (N): 1.0393, atom 22 (N): -0.7327, atom 23 (C): 0.1523, atom 24 (C): -1.0091, atom 25 (C): 0.5622, atom 26 (C): -1.2732, atom 27 (C): 0.6199, atom 28 (C): -0.0295, atom 29 (C): -0.8216, atom 30 (C): -0.4516, atom 31 (C): -0.9795, atom 32 (C): -0.7180, atom 33 (C): 0.5807, atom 34 (C): -0.1485, atom 35 (C): -1.0079, atom 36 (C): -0.7161, atom 37 (C): -0.4202, atom 38 (C): 1.7056, atom 39 (H): 0.4280, atom 40 (H): 0.2224, atom 41 (H): 0.2746, atom 42 (H): 0.4956, atom 43 (H): -0.0875, atom 44 (H): 0.5026, atom 45 (H): 0.3822, atom 46 (H): 0.2622, atom 47 (H): 0.2448, atom 48 (H): 0.6712, atom 49 (H): 0.3882, atom 50 (H): 0.4147, atom 51 (H): 0.3977, atom 52 (H): 0.3377, atom 53 (H): 0.6009, atom 54 (H): 0.4187, atom 55 (H): 0.2636, atom 56 (H): 0.2118, atom 57 (H): 0.7561, atom 58 (H): 0.4379, atom 59 (H): 0.5460, atom 60 (H): 0.4632, atom 61 (H): 0.1967, atom 62 (H): 0.6618, atom 63 (H): 0.4249, atom 64 (H): 0.4175, atom 65 (H): 0.6279, atom 66 (H): -0.0086, atom 67 (O): -0.4914, atom 68 (C): 0.4356, atom 69 (O): 0.0788, atom 70 (C): -0.8662, atom 71 (P): 0.8880, atom 72 (C): -0.9091, atom 73 (C): -0.6597, atom 74 (C): -0.4597, atom 75 (C): -1.2308, atom 76 (C): -0.8378, atom 77 (C): -0.7539, atom 78 (C): 0.3336, atom 79 (C): -0.0493, atom 80 (C): -0.5586, atom 81 (C): -0.4350, atom 82 (C): -0.8589, atom 83 (C): -0.3487, atom 84 (H): 0.4185, atom 85 (H): 0.3928, atom 86 (H): 0.4222, atom 87 (H): 0.6324, atom 88 (H): 0.4949, atom 89 (H): 0.7468, atom 90 (H): 0.7527, atom 91 (H): 0.0924, atom 92 (H): 0.4376, atom 93 (H): 0.4155, atom 94 (H): 0.4579, atom 95 (H): 0.2989

---

What is the formula in the second record? C44H40BN6O2PSn

---

Among the records above, which one has the lowest electronic energy? C44H39FeN7P2S2Se

---

The lowest electronic energy belongs to which entry? C44H39FeN7P2S2Se